Entry 1:
The following is a DFT calculation (ωB97M-V/def2-TZVPD) of C20H22EuN2O2 as an isolated structure in a non-equilibrium geometry.

CARTESIAN COORDINATES (ANGSTROEM)
H (-0.4150, -2.0703, 2.3513)
H (-1.2745, -7.0606, -0.4633)
H (-3.9319, 3.7950, 1.7069)
C (2.5973, 2.1270, -1.3231)
C (-3.0413, 3.8343, 1.1005)
C (-2.5888, 4.9774, 0.3991)
C (-2.0321, -5.5078, -1.7540)
C (1.3122, 1.2397, 2.5009)
H (2.0630, -3.8447, 2.5799)
C (-0.5919, 3.8247, -0.3484)
O (-1.7508, -1.4511, -2.7442)
C (-0.9653, -1.7939, -1.8544)
C (-0.3240, -5.1344, -0.0668)
N (-1.0894, 2.7073, 0.2642)
H (-2.7504, -6.1392, -2.2886)
H (-0.2082, -3.8239, 2.4454)
H (0.7985, 5.3983, -2.2879)
C (-1.1914, -6.0083, -0.7067)
C (-0.3410, -3.7636, -0.3499)
H (0.3768, -2.7461, 3.6983)
H (2.1337, -2.8023, 1.2043)
C (0.2648, -2.8773, 2.6558)
N (1.4733, 2.5468, -0.6966)
H (3.2334, 4.9918, -2.9592)
H (0.4656, 1.5092, 3.1710)
H (2.8959, 1.0687, -1.1621)
C (1.7259, -2.8701, 2.2359)
C (3.3215, 3.0372, -2.0939)
H (-2.5447, 1.7007, 1.3625)
C (1.3886, 4.5607, -1.9070)
H (-2.5690, -3.7423, -2.9407)
H (2.1434, -2.0057, 2.7289)
Eu (0.2075, 0.7158, 0.0532)
C (0.7783, 3.6823, -0.9924)
H (4.3068, 2.7368, -2.4854)
H (0.2267, -3.0800, 0.2718)
C (-1.0483, -3.2494, -1.4514)
H (0.3516, -5.5393, 0.6681)
C (2.6980, 4.2641, -2.3533)
C (-2.2552, 2.6717, 0.9434)
H (-3.1869, 5.8730, 0.4708)
C (-1.4119, 4.9716, -0.3756)
H (1.8959, 2.1592, 2.2676)
H (-1.1237, 5.8164, -1.0241)
O (-0.0468, -1.0550, -1.3171)
H (1.9691, 0.4896, 2.9880)
C (-1.9455, -4.1339, -2.1216)

Computed properties:
- LUMO energy (alpha / beta) (hartree) = -0.0663 / -0.0122
- DFT total energy (Ha) = -1745.528408
- HOMO-LUMO gap (alpha / beta) (eV) = 3.606 / 7.836
- multiplicity = 8

Partial charges, Löwdin, in e: 0.060, 0.095, 0.092, -0.163, -0.074, -0.075, -0.064, -0.290, 0.071, -0.231, 0.030, -0.611, -0.093, -0.135, 0.097, 0.052, 0.107, -0.083, -0.044, 0.055, 0.071, -0.180, -0.135, 0.102, -0.068, 0.108, -0.173, -0.088, 0.100, -0.016, 0.115, 0.043, 1.924, -0.234, 0.108, 0.054, -0.128, 0.097, -0.073, -0.153, 0.096, -0.022, -0.064, 0.111, -0.297, -0.079, -0.013

Entry 2:
The following is a DFT calculation (ωB97M-V/def2-TZVPD) of a single C20H22F3N5O2 molecule.

CARTESIAN COORDINATES (ANGSTROEM)
H (1.0166, -2.1225, -2.7624)
C (-5.6587, -3.3354, -0.0143)
N (-0.5527, -0.9254, -2.1010)
H (0.8127, -2.0768, -1.0004)
H (-7.0493, -0.9259, -0.0719)
C (0.7668, -1.4796, -1.9189)
H (-6.5306, -3.6211, 0.5717)
H (-5.9387, -3.3552, -1.0663)
H (-4.8585, -4.0489, 0.1595)
H (3.0953, 2.4867, -0.3657)
H (2.7636, -0.6308, -1.7604)
H (-2.5404, -0.5511, 1.5523)
H (-1.1465, -1.2625, -2.8438)
F (3.8013, -1.7720, 2.1970)
F (5.6276, -2.3861, 1.2577)
O (-1.2252, 1.9992, 2.3021)
C (-0.9120, 0.2222, -1.5021)
N (-5.6093, 0.3647, 0.5890)
C (-4.3631, 0.4923, 1.0310)
C (3.6506, 0.5522, 0.3126)
C (6.0349, 0.1311, 0.3771)
C (4.4940, -1.7066, 1.0456)
H (1.8230, 0.7399, 1.3619)
C (5.2249, 2.2623, -0.3487)
C (4.7258, -0.2994, 0.5700)
C (2.2084, 0.1681, 0.5121)
F (3.7925, -2.4412, 0.1504)
H (5.4133, 3.2623, -0.7084)
H (2.0948, -0.8966, 0.7554)
C (-3.8578, 1.8778, 1.3246)
C (1.7299, -0.2906, -1.8180)
H (-0.5735, 2.7007, -0.7814)
C (6.2842, 1.4105, -0.0797)
C (-1.4334, 2.0784, 1.1072)
O (-1.9351, 0.8153, -1.7990)
H (-2.7231, 2.0005, -0.4460)
C (3.9269, 1.8341, -0.1524)
C (0.0088, 0.6559, -0.3649)
H (0.5819, 2.5161, 0.5574)
C (-5.2009, -1.9676, 0.3734)
N (-3.9580, -1.8386, 0.8290)
H (-3.5879, 1.9722, 2.3814)
H (7.3014, 1.7382, -0.2261)
N (1.4346, 0.5359, -0.6662)
H (6.8536, -0.5402, 0.5848)
N (-2.6612, 2.1460, 0.5571)
H (-4.6363, 2.6027, 1.0746)
H (1.6152, 0.3239, -2.7188)
C (-0.3048, 2.0961, 0.0841)
H (-0.2516, -0.0341, 0.4594)
C (-3.5465, -0.6286, 1.1628)
C (-6.0274, -0.8484, 0.2756)

Computed properties:
- LUMO energy (hartree) = 0.0235
- DFT total energy (Ha) = -1499.255042
- HOMO-LUMO gap (eV) = 9.634
- energy relative to the best compared isomer or geometry (same formula, charge and spin) (kJ/mol) = 10.7

Partial charges, Löwdin, in e: 0.126, -0.043, 0.086, 0.124, 0.114, -0.140, 0.079, 0.079, 0.075, 0.114, 0.123, 0.114, 0.154, 0.145, 0.139, 0.053, -0.430, 0.127, -0.246, -0.144, -0.011, -0.574, 0.144, -0.060, -0.073, -0.123, 0.126, 0.107, 0.118, -0.109, -0.143, 0.127, -0.068, -0.515, 0.051, 0.115, -0.017, -0.204, 0.118, -0.324, 0.124, 0.127, 0.105, -0.125, 0.118, 0.077, 0.123, 0.133, -0.028, 0.163, -0.067, -0.084

Entry 3:
The following is a DFT calculation (ωB97M-V/def2-TZVPD) of C20H22F5N3O6PtS2SbSe4 as an isolated structure in a non-equilibrium geometry.

CARTESIAN COORDINATES (ANGSTROEM)
C (-2.8155, -2.2429, 3.2301)
H (-3.1522, -1.2570, 3.5589)
H (-1.8722, 4.2166, -1.1754)
H (-2.5488, 1.9410, -0.8941)
F (4.5655, -3.0709, -1.5297)
H (0.6984, 3.4431, 1.6905)
C (-1.2770, -1.5503, 1.4610)
H (0.0255, -5.3892, 0.6304)
H (-3.0612, -0.3310, 1.5681)
C (4.2132, -3.3015, 2.0740)
F (5.1162, -4.8314, 0.4860)
C (-1.6053, -4.6487, -0.4948)
H (-1.5328, -2.2457, -2.8415)
H (0.6005, 4.7393, 0.4729)
C (3.5675, -2.1053, 2.3394)
F (3.2579, -1.8249, 3.6157)
C (-2.0693, -3.7970, -1.4691)
H (-2.7325, -2.8918, 4.0953)
H (-3.0481, -1.5609, 0.2843)
C (-2.0070, 4.3349, -0.0951)
H (-0.3276, -2.6973, 4.2401)
C (0.6053, -3.7877, -0.6938)
Se (-1.0652, 3.7867, -3.8732)
H (-3.2535, 1.5800, 0.6960)
C (0.0505, 4.1964, 1.2443)
C (3.6625, -1.5409, 0.0297)
C (-1.1894, 2.1935, 0.7935)
Sb (-0.5511, 1.4350, -3.3374)
H (0.7156, -1.4912, -3.0196)
H (-3.1080, -3.8315, -1.7524)
H (-3.0404, 4.1091, 0.1662)
S (2.3810, 0.2634, 1.6124)
C (-0.4834, -2.9993, 3.2023)
C (4.2604, -2.7524, -0.2597)
Se (1.2543, 1.8707, -1.4625)
C (3.2375, -1.1896, 1.3224)
S (-2.7820, -5.5928, 0.5003)
O (-3.9857, -5.6859, -0.2992)
C (0.1439, -2.8727, -1.6427)
O (-0.1624, -1.5846, 0.9263)
N (-1.5132, -2.1720, 2.6100)
C (-2.3467, 1.4931, 0.0847)
H (-3.5381, -2.6979, 2.5529)
C (-0.2832, -4.6744, -0.1157)
C (-1.1858, -2.9143, -2.0634)
H (1.9714, -2.1130, -2.1185)
O (-2.0258, 0.1374, -0.1598)
Pt (0.6645, -0.0254, -0.4024)
H (-0.7912, -4.0449, 3.1417)
N (-1.0830, 3.5191, 0.6569)
O (-0.3961, 1.5198, 1.4454)
O (-2.1155, -6.8449, 0.7995)
Se (0.5897, 0.1160, -5.0773)
H (1.6444, -3.7763, -0.3942)
C (4.5383, -3.6528, 0.7652)
H (-1.8135, 5.3765, 0.1488)
H (-0.2881, 4.8927, 2.0140)
Se (-2.7711, 0.3157, -3.1155)
F (3.4409, -0.6676, -0.9775)
O (-2.8862, -4.6764, 1.6430)
C (-2.4416, -0.8085, 0.8066)
F (4.5208, -4.1331, 3.0806)
H (0.4362, -2.8589, 2.6420)
N (0.9910, -1.8502, -2.1008)

Computed properties:
- LUMO energy (alpha / beta) (hartree) = 0.0198 / -0.0271
- DFT total energy (Ha) = -12652.058694
- HOMO-LUMO gap (alpha / beta) (eV) = 6.209 / 5.118
- multiplicity = 5
- total charge = -1
- energy relative to the best compared isomer or geometry (same formula, charge and spin) (kJ/mol) = 120.0

Partial charges, Löwdin, in e: -0.048, 0.091, 0.008, 0.048, 0.109, 0.086, -0.385, 0.117, 0.124, -0.139, 0.115, -0.262, 0.062, 0.096, -0.233, 0.078, -0.056, 0.096, 0.151, -0.048, 0.099, -0.026, -0.124, 0.145, -0.038, -0.261, -0.488, -0.204, -0.036, 0.114, 0.096, 0.713, -0.009, -0.161, 0.287, -0.569, 0.424, -0.353, -0.333, -0.127, -0.108, -0.163, 0.082, -0.056, -0.035, 0.090, -0.283, 0.665, 0.097, -0.142, -0.070, -0.351, -0.104, 0.105, -0.136, 0.093, 0.096, 0.263, -0.002, -0.369, -0.080, 0.112, 0.081, 0.055

Entry 4:
The following is a DFT calculation (ωB97M-V/def2-TZVPD) of C20H22FeN3O4 as an isolated structure in a non-equilibrium geometry.

CARTESIAN COORDINATES (ANGSTROEM)
H (3.8110, -6.4646, -1.0581)
H (-3.7707, 0.5666, 3.0318)
N (-1.1185, -5.2658, -1.5443)
C (0.5668, -3.0685, -1.6911)
H (-0.3904, -1.6603, 4.3768)
C (0.0022, -2.5282, 2.3998)
C (-2.0784, -6.3416, -1.3001)
H (-1.9657, -7.1033, 0.7384)
H (-1.6246, -7.2911, -1.6006)
O (2.2073, 1.6411, -0.1175)
H (1.8586, -2.9394, -4.0218)
H (-3.4254, -6.1298, 0.4003)
C (-1.3087, -0.1733, 1.3739)
H (-0.2740, -2.9702, -2.4356)
C (1.7265, -3.9548, -2.1507)
O (-0.1668, 5.4542, 0.9910)
H (0.4629, -3.4236, 2.8492)
C (-0.1036, 4.3019, 1.1192)
H (0.9555, -2.0470, -1.4983)
C (3.3658, -4.4988, -3.8499)
H (1.8690, -5.1088, -0.2888)
C (-0.5216, -1.5371, 3.2842)
H (-2.3273, 0.2482, 1.0353)
O (-1.7350, 0.5106, 3.6785)
H (-0.8645, -4.8583, -2.4464)
N (-1.6194, -5.0387, 0.5878)
N (-0.0526, -3.4949, -0.4178)
H (-1.3082, -1.2531, -0.3625)
C (3.9077, -5.4911, -3.0177)
C (-1.2178, -0.3773, 2.7611)
C (-0.5677, -1.0696, 0.4435)
H (3.8151, -4.2853, -4.8160)
C (-2.3576, -6.2429, 0.1884)
O (1.4264, 3.0139, 3.8772)
H (-3.2601, 1.7105, 4.3352)
H (0.2482, -0.6057, -0.1133)
H (4.7882, -6.0575, -3.3451)
C (0.8335, 2.7562, 2.8801)
C (-0.9056, -4.5295, -0.4392)
C (2.2840, -3.7339, -3.4130)
Fe (-0.1151, 2.6348, 1.3946)
C (2.2620, -4.9438, -1.3067)
C (-2.9607, 1.2410, 3.3844)
H (-2.7884, 2.0488, 2.6436)
H (1.0500, -2.7266, 0.4784)
H (-2.9575, -6.1302, -1.9372)
C (1.2717, 2.1158, 0.4090)
C (0.0324, -2.3558, 0.9907)
H (-1.6423, -4.5593, 1.4790)
C (3.3585, -5.7214, -1.7416)

Computed properties:
- LUMO energy (alpha / beta) (hartree) = -0.0964 / -0.2110
- DFT total energy (Ha) = -2503.749962
- HOMO-LUMO gap (alpha / beta) (eV) = 7.068 / 5.523
- multiplicity = 5
- total charge = +1

Partial charges, Löwdin, in e: 0.115, 0.106, 0.104, -0.129, 0.132, -0.047, -0.109, 0.127, 0.129, 0.083, 0.117, 0.127, -0.004, 0.144, -0.223, 0.110, 0.123, -0.236, 0.130, -0.066, 0.112, 0.026, 0.149, -0.099, 0.152, 0.112, -0.022, 0.135, -0.072, -0.275, -0.150, 0.110, -0.109, 0.089, 0.106, 0.105, 0.112, -0.148, -0.344, -0.047, 0.242, -0.046, -0.041, 0.080, 0.174, 0.134, -0.164, -0.138, 0.145, -0.063

Entry 5:
The following is a DFT calculation (ωB97M-V/def2-TZVPD) of C20H22IrN4O4S as an isolated structure.

CARTESIAN COORDINATES (ANGSTROEM)
C (3.0124, 0.8179, -1.3407)
N (0.4049, -1.7075, -0.9589)
H (0.8872, 1.2306, -2.4447)
H (2.1634, -0.9291, 1.1558)
H (-3.1729, 3.0582, 2.4256)
H (0.2928, 2.3278, -1.2018)
C (0.9919, -2.3298, 0.0901)
H (-2.1139, 0.0213, 2.1097)
H (-2.8427, 1.5911, -2.2226)
H (-0.2695, -1.8612, -2.8874)
H (2.8548, 0.6250, -2.3913)
C (-3.9058, 3.4142, 0.4285)
C (0.2203, -0.7801, 2.1161)
H (5.3404, 1.0197, 1.0816)
H (-0.6728, -1.4032, 2.1629)
N (1.9138, 1.1763, -0.6553)
C (0.6114, 1.2928, -1.3902)
C (1.3058, -1.5673, 1.3632)
C (1.4358, -3.6325, -0.0215)
C (4.2520, 0.7243, -0.7513)
N (-2.1550, 1.4171, -0.3091)
H (0.6280, -4.1382, -3.2600)
O (-2.2737, -1.3373, 0.0740)
H (1.6810, -2.3055, 2.0747)
C (1.3334, -4.3086, -1.2310)
N (-0.1976, 0.4857, 1.5031)
O (-4.2996, -2.2060, -0.9840)
H (5.1005, 0.4283, -1.3502)
O (-2.6902, -0.8083, -2.2171)
H (0.2129, 2.4699, 1.1314)
C (-1.5139, 0.9240, 1.9780)
C (-2.9332, 1.9964, -1.2246)
H (1.0808, 1.8317, 2.5306)
C (-2.2629, 1.7729, 0.9802)
H (3.2785, 1.5697, 2.3575)
C (-3.1153, 2.7860, 1.3800)
Ir (-0.7806, -0.0627, -0.6978)
C (-3.8243, 3.0018, -0.8893)
H (-1.4482, 1.4496, 2.9410)
H (1.6796, -5.3304, -1.3163)
H (-4.5875, 4.2028, 0.7184)
O (-2.1197, -3.0895, -1.6180)
H (0.5765, -0.6066, 3.1446)
C (0.7482, 1.5939, 1.5089)
H (1.8739, -4.1150, 0.8419)
C (0.2766, -2.3769, -2.1105)
C (0.7696, -3.6571, -2.3037)
H (-4.4446, 3.4413, -1.6570)
C (4.3780, 1.0462, 0.5899)
S (-2.9067, -1.9158, -1.2296)
C (3.2339, 1.3690, 1.2959)
C (1.9925, 1.3826, 0.6803)

Computed properties:
- LUMO energy (alpha / beta) (hartree) = -0.0384 / -0.0372
- DFT total energy (Ha) = -1797.800869
- HOMO-LUMO gap (alpha / beta) (eV) = 4.665 / 5.981
- multiplicity = 2
- energy relative to the best compared isomer or geometry (same formula, charge and spin) (kJ/mol) = 84.2

Partial charges, Löwdin, in e: -0.022, -0.070, 0.052, 0.095, 0.115, 0.064, -0.237, 0.128, 0.113, 0.113, 0.137, -0.053, -0.147, 0.118, 0.123, -0.047, -0.244, -0.093, -0.023, -0.022, -0.053, 0.115, -0.509, 0.116, -0.048, -0.242, -0.343, 0.118, -0.448, 0.134, -0.126, -0.077, 0.132, -0.243, 0.124, -0.014, 1.186, -0.035, 0.133, 0.110, 0.110, -0.366, 0.128, -0.103, 0.110, -0.132, -0.046, 0.110, -0.033, 0.284, -0.011, -0.182